# 1
{"formula": "C31H46CuN4P2Si", "method": "wB97M-V/def2-TZVPD", "mol_weight_da": 628.32, "orbital_gap_ev": [6.39, 7.47], "e_lumo_ev": [0.36, 0.13], "spin_multiplicity": 2, "fmax_ev_per_a": 2.12, "elements": ["Cu", "C", "C", "C", "C", "C", "C", "C", "C", "C", "H", "H", "H", "H", "H", "H", "H", "H", "H", "H", "H", "H", "H", "H", "H", "P", "P", "N", "N", "N", "N", "C", "C", "C", "C", "C", "C", "C", "C", "C", "C", "C", "C", "C", "C", "C", "C", "C", "C", "H", "H", "H", "H", "H", "H", "H", "H", "H", "H", "H", "H", "H", "H", "H", "H", "H", "H", "H", "H", "C", "Si", "C", "C", "C", "H", "H", "H", "H", "H", "H", "H", "H", "H", "H", "H"], "coordinates": [[0.16181, 0.41789, 1.47540], [-1.64373, 1.58820, -4.55305], [-1.76571, 0.27347, -4.30566], [-0.83433, -0.82961, -4.70054], [0.65537, -0.46411, -4.90099], [1.25531, 0.30273, -3.75511], [0.90891, 1.53503, -3.31599], [0.59081, 2.65869, -4.25630], [-0.52517, 2.29000, -5.26192], [1.47760, 1.48535, 2.51547], [-2.49682, 2.24548, -4.36180], [-2.75981, -0.09335, -4.02133], [-1.19421, -1.32010, -5.62687], [-0.90624, -1.61071, -3.92583], [1.20259, -1.41716, -4.96371], [0.79246, 0.01951, -5.87864], [2.17554, -0.16992, -3.36751], [0.95826, 1.80479, -2.25677], [1.48644, 2.96372, -4.81939], [0.27477, 3.52615, -3.66592], [-0.91633, 3.22345, -5.69936], [-0.09921, 1.70083, -6.08826], [0.88427, 2.04126, 3.25159], [2.03490, 2.16678, 1.86518], [2.17397, 0.80374, 3.02850], [1.69385, -0.38881, 0.11377], [-1.42039, -0.94403, 0.40718], [2.74734, 0.77352, -0.59228], [2.87300, -1.48673, 0.67517], [-2.09110, 0.53748, -0.28447], [-2.82393, -1.86721, 0.71194], [0.81196, -1.21015, -1.23992], [-0.59436, -1.78774, -0.96991], [2.56062, 2.16867, -0.53282], [3.62537, 2.78337, -1.15981], [4.48605, 1.75028, -1.66362], [3.91923, 0.53640, -1.32097], [3.81431, -1.17006, 1.67594], [4.46224, -2.33659, 2.04883], [3.92362, -3.40752, 1.25481], [2.96184, -2.86174, 0.42076], [-1.86208, 1.82450, 0.22787], [-2.40798, 2.74484, -0.65107], [-2.98265, 2.01709, -1.73712], [-2.77255, 0.67274, -1.47848], [-4.00876, -1.95678, -0.03343], [-4.84395, -2.87383, 0.57598], [-4.15553, -3.39598, 1.72206], [-2.91574, -2.78828, 1.77731], [1.47205, -1.96339, -1.69029], [0.68244, -0.41188, -1.98638], [-1.23313, -1.70213, -1.86419], [-0.52893, -2.85489, -0.69627], [1.69685, 2.57747, -0.03492], [3.77587, 3.85008, -1.24706], [5.40066, 1.89334, -2.21393], [4.25479, -0.47897, -1.50000], [3.92305, -0.15253, 2.01889], [5.22844, -2.41572, 2.80284], [4.21076, -4.44358, 1.30136], [2.32878, -3.30657, -0.33009], [-1.36304, 1.99301, 1.17477], [-2.41834, 3.82126, -0.53067], [-3.45751, 2.42971, -2.60727], [-3.04756, -0.20503, -2.04889], [-4.14733, -1.35064, -0.91053], [-5.83292, -3.14597, 0.24440], [-4.53515, -4.13065, 2.41704], [-2.09356, -2.89780, 2.46963], [0.89972, -0.25560, 5.83452], [-0.74732, 0.04151, 4.98349], [-2.11117, -0.92336, 5.86253], [-1.15510, 1.86765, 5.16109], [-0.74574, -0.53477, 3.18492], [0.84587, 0.05821, 6.88731], [1.70530, 0.31642, 5.35638], [1.18167, -1.31655, 5.81109], [-2.22137, -0.58667, 6.90393], [-3.08339, -0.78812, 5.36326], [-1.90862, -2.00521, 5.87915], [-0.44415, 2.51788, 4.63875], [-2.15951, 2.08761, 4.77337], [-1.13787, 2.14610, 6.22600], [-0.31536, -1.55229, 3.10065], [-1.81099, -0.65346, 2.90625]], "forces_ev_per_a": [[0.260, -0.987, 1.861], [-0.750, -0.692, -0.769], [-0.621, 0.785, -1.346], [0.383, -0.211, 0.143], [0.428, -0.128, -0.822], [0.809, 0.429, -0.212], [0.731, -0.275, -0.473], [-1.271, 0.179, -0.049], [0.404, 0.417, -0.045], [-0.105, 0.667, 0.435], [0.269, -0.402, 0.181], [0.449, 0.277, 0.231], [0.050, 0.250, 0.342], [0.127, 0.105, -0.187], [-0.125, 0.249, -0.130], [-0.043, -0.154, 0.201], [-1.177, -0.166, 0.870], [0.991, 0.014, -0.478], [-0.084, -0.198, 0.344], [-0.014, -0.031, -0.124], [0.123, -0.360, 0.036], [-0.312, 0.236, 0.352], [0.491, -0.046, -0.113], [0.012, -0.051, 0.393], [-0.327, 0.198, -0.108], [-0.055, 0.708, -0.330], [-0.294, 1.343, -0.226], [0.276, 0.611, -0.645], [0.771, -0.732, 0.512], [0.045, -0.334, -0.187], [-0.649, -0.857, 0.132], [0.181, -0.577, -0.597], [-0.055, -0.306, -0.302], [0.957, -0.325, -0.250], [-0.596, -0.734, 0.253], [-0.858, -0.634, 0.401], [0.127, 0.696, 0.058], [-0.195, -1.134, -0.224], [-0.817, 0.605, -0.726], [-0.590, 0.979, -0.347], [0.502, 0.200, 0.739], [-0.396, 0.124, -0.773], [0.217, -0.684, 0.251], [0.290, -0.925, 0.832], [-0.174, 0.815, -0.010], [-0.115, -0.636, 0.780], [0.918, 0.510, -0.081], [0.752, 0.526, -0.396], [-0.819, 0.163, -0.526], [-0.307, 0.131, -0.281], [0.170, -0.275, 0.446], [0.395, -0.217, 0.112], [-0.187, 0.351, 0.023], [0.065, -0.018, -0.052], [-0.062, -0.128, 0.002], [0.026, -0.071, 0.009], [-0.025, 0.228, 0.091], [-0.026, -0.096, -0.030], [0.001, 0.037, -0.053], [-0.011, -0.034, -0.072], [0.078, -0.114, 0.131], [-0.129, -0.107, 0.048], [0.081, -0.220, 0.062], [-0.168, -0.004, 0.085], [0.162, 0.364, 0.152], [-0.143, -0.059, 0.150], [0.023, 0.055, -0.019], [0.107, 0.074, -0.055], [-0.168, 0.064, -0.039], [0.137, -0.061, 0.145], [0.055, -0.197, -0.797], [-0.134, -0.084, 0.272], [-0.156, 0.188, 0.096], [-0.327, 0.283, 0.657], [0.037, -0.090, -0.196], [-0.175, -0.088, 0.064], [-0.046, 0.172, 0.012], [-0.025, -0.113, -0.162], [0.272, 0.037, 0.090], [0.021, 0.268, -0.009], [-0.140, -0.141, 0.127], [0.166, -0.027, 0.075], [-0.052, -0.032, -0.233], [0.060, 0.283, -0.012], [0.306, 0.138, 0.289]], "mulliken_spin": [0.301, 0.000, 0.001, 0.000, 0.001, 0.002, 0.002, -0.001, 0.000, 0.393, 0.000, 0.001, 0.000, 0.001, 0.000, 0.000, 0.000, -0.001, 0.000, 0.000, 0.000, 0.000, -0.065, -0.037, -0.008, 0.029, 0.019, -0.004, 0.007, -0.015, 0.031, -0.028, 0.012, 0.003, -0.001, 0.001, -0.002, -0.006, 0.001, 0.003, 0.003, 0.022, 0.007, -0.002, 0.000, 0.009, 0.000, 0.004, 0.014, 0.006, 0.021, 0.007, -0.005, 0.010, 0.000, 0.000, 0.000, 0.008, 0.000, 0.001, 0.000, -0.026, 0.000, 0.000, 0.000, 0.000, 0.001, 0.000, 0.005, 0.002, -0.023, 0.011, 0.000, 0.326, 0.000, 0.001, 0.000, 0.004, 0.000, 0.002, 0.000, 0.000, 0.000, -0.009, -0.033]}

# 2
{"formula": "C8H6I2O", "method": "wB97M-V/def2-TZVPD", "mol_weight_da": 371.94, "orbital_gap_ev": [7.09, 7.09], "e_lumo_ev": [-0.88, -0.88], "relative_energy_ev": 2.342, "fmax_ev_per_a": 4.25, "elements": ["C", "C", "C", "C", "C", "C", "C", "C", "O", "I", "I", "H", "H", "H", "H", "H", "H"], "coordinates": [[-0.85229, 0.91237, 0.65021], [-0.61130, -0.24525, -1.51953], [-2.16730, 0.31765, 0.76201], [-1.91297, -0.57577, -1.36522], [0.04113, 0.27911, -0.40424], [-2.69239, -0.42096, -0.21661], [2.61046, -0.13134, 0.38786], [1.30773, -0.11473, -0.26316], [2.32753, -0.74512, -0.88588], [-4.63354, -1.17554, 0.08296], [-1.48660, 3.12644, 0.02410], [-0.37971, 1.18469, 1.59027], [-0.07788, -0.57934, -2.30821], [-2.86799, 0.52203, 1.62165], [-2.37535, -0.83882, -2.33142], [3.26119, 0.69297, 0.14030], [3.02893, -0.62117, 1.24086]], "forces_ev_per_a": [[0.993, 0.643, -0.484], [-3.292, -0.072, 2.064], [-1.583, -0.058, 1.864], [-0.144, -0.489, -4.217], [0.515, 0.177, 1.769], [-0.242, 0.375, 1.064], [0.442, 1.899, -0.734], [1.590, 0.885, 1.961], [-1.278, -1.085, -0.684], [0.474, 0.045, -0.445], [0.464, -0.547, 0.033], [0.051, -0.196, -0.199], [1.457, -0.627, -2.779], [1.416, 0.094, -0.675], [-0.141, -0.543, 0.784], [-0.100, 0.728, 0.390], [-0.624, -1.230, 0.290]], "lowdin_charge": [-0.441, -0.045, -0.318, -0.142, -0.232, -0.749, -0.018, -0.167, 0.070, 0.871, 0.561, 0.079, 0.095, 0.102, 0.117, 0.110, 0.108]}